C31H39N5O6 in the gas phase, computed with ωB97M-V/def2-TZVPD.

The value obtained for the LUMO energy is 0.61 eV. The HOMO-LUMO gap comes out at 9.5 eV. As for the total energy: -1930.07224 Ha. Its total charge is 0.

Each line ends with the natural charge from an NBO analysis.
Atoms and positions in Å:
C 4.908 -1.172 1.512  -0.615
C 4.322 -1.942 0.327  0.270
C 5.417 -2.738 -0.383  -0.645
C 3.621 -0.987 -0.641  -0.639
O 3.359 -2.836 0.931  -0.538
C 2.649 -3.690 0.170  0.899
O 2.712 -3.803 -1.030  -0.672
N 1.869 -4.457 0.973  -0.620
C 0.806 -5.285 0.435  -0.241
C -0.506 -4.543 0.427  -0.079
C -1.516 -4.839 1.330  -0.164
C -2.683 -4.093 1.348  -0.209
C -2.859 -3.039 0.464  -0.036
C -4.100 -2.194 0.486  -0.237
N -3.744 -0.796 0.613  -0.606
C -4.645 0.150 0.881  0.644
O -5.841 -0.041 1.066  -0.656
C -4.109 1.531 0.935  0.051
N -4.991 2.540 1.186  -0.484
C -4.310 3.703 1.146  0.190
N -3.048 3.510 0.884  -0.464
C -2.885 2.159 0.750  -0.009
C -1.560 1.611 0.428  0.676
O -1.314 0.410 0.344  -0.661
N -0.633 2.561 0.231  -0.604
C 0.691 2.270 -0.237  -0.139
C 0.771 2.381 -1.782  -0.439
C -0.213 1.433 -2.403  0.075
C -1.528 1.825 -2.615  -0.239
C -2.457 0.929 -3.114  -0.208
C -2.077 -0.367 -3.417  -0.228
C -0.764 -0.762 -3.219  -0.202
C 0.160 0.130 -2.707  -0.232
C 1.676 3.266 0.367  0.815
O 1.332 4.310 0.856  -0.609
O 2.913 2.824 0.223  -0.521
C 4.058 3.621 0.642  0.268
C 4.009 3.848 2.151  -0.644
C 4.081 4.945 -0.119  -0.645
C 5.263 2.760 0.264  -0.612
C -1.851 -2.751 -0.450  -0.219
C -0.687 -3.492 -0.465  -0.146
H 5.313 -1.869 2.241  0.218
H 4.133 -0.581 1.993  0.214
H 5.704 -0.517 1.170  0.209
H 5.887 -3.429 0.313  0.212
H 6.171 -2.059 -0.772  0.211
H 4.993 -3.305 -1.207  0.243
H 2.809 -0.472 -0.132  0.210
H 4.329 -0.251 -1.010  0.210
H 3.215 -1.546 -1.480  0.238
H 1.795 -4.168 1.936  0.402
H 0.737 -6.196 1.036  0.202
H 1.105 -5.543 -0.584  0.239
H -1.390 -5.655 2.028  0.200
H -3.459 -4.331 2.061  0.209
H -4.669 -2.338 -0.444  0.205
H -4.758 -2.471 1.317  0.215
H -2.762 -0.530 0.484  0.449
H -5.972 2.366 1.357  0.448
H -4.757 4.663 1.311  0.204
H -0.900 3.528 0.366  0.447
H 0.943 1.247 0.059  0.249
H 0.543 3.411 -2.068  0.216
H 1.789 2.141 -2.090  0.227
H -1.830 2.838 -2.385  0.212
H -3.480 1.243 -3.263  0.214
H -2.801 -1.067 -3.805  0.215
H -0.462 -1.772 -3.456  0.216
H 1.179 -0.187 -2.539  0.211
H 3.145 4.452 2.415  0.240
H 4.910 4.364 2.472  0.216
H 3.945 2.895 2.671  0.214
H 4.052 4.762 -1.191  0.212
H 4.993 5.486 0.121  0.217
H 3.227 5.558 0.157  0.240
H 5.206 1.803 0.775  0.215
H 6.182 3.262 0.547  0.216
H 5.272 2.581 -0.808  0.214
H -1.973 -1.935 -1.146  0.229
H 0.097 -3.256 -1.169  0.216

4 unconnected molecules or ions with the total composition C31H39N6O4P in a non-equilibrium geometry, computed with ωB97M-V/def2-TZVPD.

The value obtained for the LUMO energy is -1.69 eV. The HOMO-LUMO gap comes out at 7.2 eV. As for the total energy: -2175.02957 Ha. Its total charge is 0.

Each line ends with the Löwdin charge.
Atoms and positions in Å:
C 7.654 -4.167 0.349  -0.144
C 6.360 -5.217 0.481  -0.244
C 4.981 -4.332 0.586  -0.212
C 4.495 -3.693 -0.881  -0.164
C 3.398 -2.529 -0.522  -0.063
C 1.780 -2.845 -0.361  -0.154
P 1.008 -4.608 -0.577  0.697
N 1.334 -5.502 0.769  -0.211
O 1.652 -5.495 -1.931  -0.242
O -0.755 -4.498 -0.667  -0.247
C 0.737 -1.633 0.004  0.020
C 1.293 -0.101 0.256  -0.061
C 0.257 1.105 0.658  -0.159
C -0.679 0.553 1.889  -0.206
C -2.213 0.142 1.445  -0.199
C -2.998 1.301 0.587  -0.300
N -4.485 1.074 0.419  -0.062
C 2.887 0.251 0.106  0.027
C 3.890 -0.981 -0.301  0.024
C 5.357 -0.255 -0.401  -0.225
O 6.601 -0.733 -0.481  -0.012
N 5.046 1.256 -0.443  0.051
C 3.744 1.636 0.290  -0.211
O 3.436 2.765 0.934  -0.007
H 8.084 -3.870 1.398  0.079
H 8.495 -4.747 -0.264  0.078
H 7.389 -3.218 -0.293  0.050
H 6.511 -5.794 1.513  0.111
H 6.351 -6.012 -0.409  0.117
H 4.068 -4.928 1.065  0.096
H 5.127 -3.385 1.294  0.124
H 5.457 -3.225 -1.407  0.118
H 4.075 -4.526 -1.587  0.105
H 1.908 -4.941 1.444  -0.030
H 1.317 -5.136 -2.816  0.092
H -1.024 -3.911 -1.450  0.082
H -0.418 -1.900 0.112  0.092
H 0.922 1.996 1.092  0.114
H -0.336 1.544 -0.254  0.109
H -0.689 1.350 2.748  0.093
H -0.158 -0.414 2.350  0.120
H -2.818 0.001 2.458  0.117
H -2.224 -0.907 0.890  0.100
H -2.507 1.319 -0.497  0.095
H -2.794 2.328 1.146  0.119
H -4.787 1.765 -0.318  0.071
H -5.026 1.385 1.282  0.085
H 4.988 1.473 -1.463  0.139
C -0.783 4.985 6.087  -0.079
C -1.908 5.019 5.271  -0.078
C -1.794 4.541 3.975  -0.155
N -0.649 4.047 3.455  0.049
C 0.428 4.028 4.271  -0.148
C 0.411 4.479 5.581  -0.073
H -0.834 5.349 7.109  0.106
H -2.853 5.407 5.635  0.101
H -2.645 4.543 3.300  0.096
H 1.336 3.628 3.829  0.103
H 1.305 4.438 6.191  0.103
C -6.863 -1.455 -2.084  -0.076
C -7.312 -2.331 -3.066  -0.081
C -6.412 -2.749 -4.033  -0.158
N -5.122 -2.352 -4.080  0.045
C -4.715 -1.500 -3.114  -0.160
C -5.539 -1.029 -2.104  -0.075
H -7.539 -1.106 -1.309  0.105
H -8.338 -2.680 -3.078  0.100
H -6.714 -3.435 -4.819  0.099
H -3.674 -1.194 -3.176  0.093
H -5.157 -0.347 -1.353  0.060
C -1.659 5.331 -3.814  -0.077
C -1.480 5.641 -2.470  -0.072
C -1.819 4.686 -1.525  -0.141
N -2.319 3.469 -1.833  0.049
C -2.483 3.197 -3.146  -0.148
C -2.170 4.085 -4.163  -0.074
H -1.404 6.054 -4.583  0.106
H -1.085 6.604 -2.165  0.103
H -1.694 4.879 -0.464  0.103
H -2.888 2.214 -3.367  0.099
H -2.321 3.813 -5.201  0.103

A molecular structure, C31H40AsCrN2O4PSi, computed with ωB97M-V/def2-TZVPD.

The value obtained for the LUMO energy (alpha / beta) is 4.52 / 4.52 eV. The HOMO-LUMO gap (alpha / beta) comes out at 3.0 / 6.2 eV. As for the total energy: -5526.89836 Ha. Its total charge is -2. Its multiplicity is 5.

Each line ends with the Mulliken spin population.
Atoms and positions in Å:
Cr -0.526 -0.095 -0.309  3.582
O 0.392 1.661 -0.307  -0.044
C 0.013 2.881 -0.250  -0.004
C 0.995 3.907 -0.147  0.012
C 0.658 5.238 -0.087  -0.005
C -0.678 5.647 -0.137  0.012
C -1.652 4.672 -0.244  -0.008
C -1.347 3.310 -0.289  0.039
C -2.427 2.332 -0.408  0.003
N -2.338 1.066 -0.776  -0.049
C -3.620 0.561 -0.798  0.013
C -4.494 1.525 -0.422  0.017
N -3.731 2.652 -0.188  0.002
H 2.026 3.582 -0.111  0.001
H 1.445 5.982 -0.007  -0.001
H -0.946 6.696 -0.108  0.002
H -2.688 4.987 -0.322  0.000
H -3.820 -0.462 -1.065  -0.016
H -5.560 1.509 -0.286  0.009
H -4.042 3.499 0.246  -0.001
O -2.347 -0.304 3.485  0.008
C -1.734 -0.562 2.449  0.006
O -1.261 0.282 1.618  0.003
C -1.466 -2.031 2.077  0.018
P -1.664 -2.225 0.276  0.029
C -0.840 -3.827 -0.097  0.030
C -0.647 -4.815 0.872  -0.005
C -0.135 -6.054 0.529  0.008
C 0.173 -6.341 -0.799  0.015
C -0.035 -5.376 -1.774  -0.022
C -0.534 -4.129 -1.420  0.026
C -3.361 -2.606 -0.008  0.041
C -3.812 -2.997 -1.319  0.179
C -5.142 -3.224 -1.573  -0.165
C -6.128 -3.076 -0.586  0.406
C -5.699 -2.652 0.703  -0.042
C -4.379 -2.424 0.983  0.071
H -2.085 -2.713 2.660  0.003
H -0.408 -2.213 2.288  -0.006
H -0.899 -4.609 1.905  -0.010
H 0.021 -6.801 1.298  0.001
H 0.570 -7.313 -1.069  0.004
H 0.198 -5.584 -2.812  0.000
H -0.678 -3.369 -2.177  0.026
H -3.096 -3.113 -2.127  0.146
H -5.432 -3.520 -2.578  -0.014
H -7.175 -3.245 -0.805  0.066
H -6.430 -2.486 1.489  -0.004
H -4.113 -2.056 1.967  0.060
C 5.324 2.634 1.361  0.000
As 4.286 1.113 0.639  0.000
C 5.686 0.549 -0.633  0.000
C 4.766 -0.135 2.075  -0.001
H 6.315 2.314 1.690  0.000
H 4.785 3.066 2.204  0.000
H 5.429 3.402 0.594  0.000
H 6.670 0.537 -0.158  0.000
H 5.697 1.232 -1.482  0.000
H 5.451 -0.449 -1.002  0.000
H 5.838 -0.343 2.069  0.000
H 4.184 -1.047 1.955  0.000
H 4.486 0.315 3.027  0.000
C 2.274 -1.718 -0.737  0.009
C 1.278 -1.026 0.188  -0.196
O 1.641 -0.863 1.349  0.022
H 1.805 -2.550 -1.266  -0.001
H 3.142 -2.071 -0.168  -0.001
H 2.591 -1.001 -1.498  0.000
C 0.403 1.461 -3.419  0.007
Si -0.281 -0.215 -2.810  -0.292
C -1.935 -0.367 -3.760  0.016
C 0.841 -1.423 -3.813  -0.001
H 0.517 1.456 -4.510  -0.002
H 1.371 1.677 -2.962  0.001
H -0.264 2.282 -3.145  0.002
H -1.759 -0.256 -4.837  -0.001
H -2.640 0.404 -3.446  -0.004
H -2.422 -1.330 -3.593  0.000
H 0.603 -1.309 -4.877  -0.002
H 0.729 -2.476 -3.562  0.002
H 1.896 -1.178 -3.684  0.000